(1)
# C11H16BF4N9O2SV

A molecular structure, C11H16BF4N9O2SV at a distorted geometry (ωB97M-V with the def2-TZVPD basis set, the OMol25 dataset).

ORCA input file:
```
! RIJCOSX wB97M-V def2-TZVPD def2/J DEFGRID3
* xyz 0 2
V 0.545 1.474 -0.164
N -2.076 1.373 1.979
N -1.696 2.652 2.384
C -0.461 3.108 2.054
N -0.210 4.403 2.269
N 0.472 2.212 1.709
N 1.569 2.587 1.001
O 1.870 3.791 0.727
O 2.327 1.602 0.673
H -2.591 1.423 1.106
H -2.647 0.952 2.698
H -2.416 3.359 2.399
H -0.976 5.045 2.378
H 0.636 4.730 1.813
C -0.152 -3.651 -3.095
C -0.113 -2.181 -3.266
N -0.951 -1.447 -3.928
N -0.515 -0.178 -3.746
C 0.556 -0.099 -2.946
S 1.432 1.259 -2.459
N 0.836 -1.392 -2.670
N 1.949 -1.835 -1.986
H -1.040 -4.044 -3.581
H -0.178 -3.896 -2.031
H 0.735 -4.115 -3.530
H -1.022 0.597 -4.138
H 1.672 -2.529 -1.304
H 2.348 -1.035 -1.504
C 0.325 -0.158 0.342
C 0.475 -1.336 1.115
C -0.598 -2.141 1.538
C -0.369 -3.232 2.357
C 0.920 -3.560 2.756
C 1.996 -2.782 2.338
C 1.782 -1.681 1.533
H -1.597 -1.884 1.210
H -1.197 -3.847 2.689
H 1.097 -4.420 3.388
H 3.001 -3.044 2.642
H 2.596 -1.041 1.214
F -0.528 3.707 -0.801
B -1.697 3.043 -1.221
F -1.340 1.617 -1.148
F -2.057 3.336 -2.503
F -2.711 3.258 -0.289
*
```

The expectation value of S² is 1.14. The HOMO-LUMO gap (alpha / beta) is 0.2752 / 0.2694 Eh. Its energy relative to the best compared isomer or geometry (same formula, charge and spin) is 28.4 kcal/mol.



(2)
# C46H38As2F5OPdSSe

A molecular structure, C46H38As2F5OPdSSe at a distorted geometry (ωB97M-V with the def2-TZVPD basis set, the OMol25 dataset).

ORCA input file:
```
! RIJCOSX wB97M-V def2-TZVPD def2/J DEFGRID3
* xyz 1 1
Pd -0.443 -0.388 1.069
C -0.709 -3.486 -0.065
C 0.661 -3.324 -0.717
As 1.532 -1.566 -0.400
C 3.349 -2.219 -0.747
C 3.592 -2.722 -2.024
C 4.816 -3.301 -2.321
C 5.808 -3.358 -1.352
C 5.583 -2.813 -0.096
C 4.354 -2.240 0.208
C 1.676 -1.607 1.570
C 1.953 -0.399 2.231
C 2.207 -0.380 3.600
C 2.174 -1.558 4.325
C 1.890 -2.760 3.684
C 1.643 -2.785 2.322
As -1.814 -1.868 -0.255
C -1.715 -1.575 -2.156
C -2.088 -2.584 -3.042
C -1.935 -2.387 -4.405
C -1.413 -1.189 -4.880
C -1.049 -0.183 -3.995
C -1.198 -0.373 -2.628
C -3.573 -2.556 0.114
C -4.612 -2.405 -0.798
C -5.859 -2.941 -0.511
C -6.072 -3.606 0.689
C -5.040 -3.729 1.611
C -3.791 -3.200 1.328
H -0.616 -3.665 1.005
H -1.254 -4.328 -0.492
H 0.558 -3.406 -1.799
H 1.345 -4.112 -0.404
H 2.819 -2.665 -2.782
H 4.994 -3.705 -3.309
H 6.759 -3.825 -1.576
H 6.362 -2.836 0.655
H 4.188 -1.826 1.195
H 2.108 0.505 1.658
H 2.450 0.555 4.090
H 2.394 -1.550 5.386
H 1.871 -3.683 4.250
H 1.458 -3.735 1.837
H -2.498 -3.514 -2.665
H -2.227 -3.167 -5.097
H -1.294 -1.041 -5.946
H -0.658 0.755 -4.370
H -0.923 0.412 -1.931
H -4.443 -1.877 -1.728
H -6.667 -2.835 -1.224
H -7.046 -4.022 0.910
H -5.211 -4.231 2.554
H -2.988 -3.285 2.052
F 0.121 -0.066 7.717
C -0.336 0.140 6.491
C -0.385 1.422 5.977
F 0.030 2.447 6.715
C -0.870 1.623 4.699
F -0.898 2.866 4.213
C -1.310 0.569 3.904
Se -2.151 0.926 2.234
C -1.203 -0.715 4.441
F -1.524 -1.773 3.702
C -0.743 -0.935 5.720
F -0.670 -2.169 6.212
O 0.187 1.528 -0.195
S 0.571 2.588 0.816
C 2.229 3.161 0.263
C 2.254 3.869 -1.058
C 2.053 3.157 -2.240
C 2.070 3.816 -3.460
C 2.294 5.185 -3.514
C 2.496 5.899 -2.341
C 2.470 5.244 -1.117
C -0.444 4.091 0.463
C -1.267 3.974 -0.791
C -2.405 3.174 -0.851
C -3.148 3.080 -2.018
C -2.772 3.804 -3.142
C -1.658 4.626 -3.084
C -0.907 4.705 -1.919
H 2.801 2.233 0.224
H 2.602 3.786 1.077
H 1.885 2.088 -2.195
H 1.916 3.257 -4.375
H 2.319 5.695 -4.469
H 2.676 6.966 -2.377
H 2.642 5.801 -0.203
H 0.254 4.924 0.394
H -1.056 4.200 1.358
H -2.735 2.641 0.025
H -4.029 2.450 -2.041
H -3.355 3.737 -4.053
H -1.371 5.215 -3.946
H -0.040 5.353 -1.885
*
```

The HOMO-LUMO gap is 0.2173 Eh. Its energy relative to the best compared isomer or geometry (same formula, charge and spin) is 48.9 kcal/mol.



(3)
# C6H12O

C6H12O in the gas phase (ωB97M-V with the def2-TZVPD basis set, the OMol25 dataset).

ORCA input file:
```
! RIJCOSX wB97M-V def2-TZVPD def2/J DEFGRID3
* xyz 0 1
C 2.570 -0.205 0.157
C 1.385 0.234 -0.699
C 0.149 0.455 0.160
C -1.095 0.994 -0.582
C -2.192 0.082 -0.034
C -1.414 -1.221 0.038
O -0.236 -0.816 0.715
H 2.888 0.602 0.827
H 2.277 -1.059 0.776
H 3.429 -0.495 -0.455
H 1.622 1.141 -1.269
H 1.137 -0.551 -1.427
H 0.398 1.112 1.005
H -1.277 2.056 -0.397
H -0.991 0.861 -1.668
H -3.123 0.076 -0.606
H -2.410 0.363 1.004
H -1.895 -2.019 0.606
H -1.168 -1.606 -0.968
*
```

As for the structure (SMILES): CC[C@H]1CCCO1. The HOMO-LUMO gap is 0.3947 Eh. Its energy relative to the best compared isomer or geometry (same formula, charge and spin) is 10.9 kcal/mol.



(4)
# C2H3OP

2 unconnected molecules or ions with the total composition C2H3OP at a distorted geometry (ωB97M-V with the def2-TZVPD basis set, the OMol25 dataset).

ORCA input file:
```
! RIJCOSX wB97M-V def2-TZVPD def2/J DEFGRID3
* xyz 0 1
C -0.795 1.213 -0.096
C -0.153 1.146 -1.132
O 1.080 -1.733 0.771
P -0.116 -1.549 1.851
H -1.382 1.407 0.772
H 0.411 0.966 -2.022
H 0.955 -1.449 -0.144
*
```

The HOMO-LUMO gap (alpha / beta) is 0.2619 / 0.2606 Eh. Its energy relative to the best compared isomer or geometry (same formula, charge and spin) is 75.0 kcal/mol.



(5)
# C7H18N3O3S

2 unconnected molecules or ions with the total composition C7H18N3O3S at a distorted geometry (ωB97M-V with the def2-TZVPD basis set, the OMol25 dataset).

ORCA input file:
```
! RIJCOSX wB97M-V def2-TZVPD def2/J DEFGRID3
* xyz 1 1
C -1.193 1.141 3.766
C -1.458 2.329 4.633
C 2.847 -1.339 -1.752
C -1.300 -1.785 -2.954
C 1.414 -1.392 -1.310
C -0.863 -0.620 -2.091
C 1.090 0.043 -3.142
N 0.198 2.571 2.185
N -0.519 1.341 2.623
N 0.633 -0.580 -2.157
O -1.431 -0.057 4.069
O 0.758 0.130 0.897
O -1.453 -0.593 1.268
S -0.126 -0.245 1.986
H -2.501 2.628 4.444
H -0.768 3.123 4.376
H -1.417 2.040 5.659
H 3.005 -1.822 -2.752
H 3.260 -0.364 -1.790
H 3.420 -2.027 -1.143
H -0.925 -2.757 -2.610
H -2.358 -1.887 -2.979
H -1.176 -1.554 -4.033
H 1.283 -0.930 -0.263
H 1.056 -2.466 -1.345
H -0.942 -0.678 -1.051
H -1.220 0.286 -2.704
H 0.486 0.668 -3.689
H 2.141 0.028 -3.383
H -0.466 3.351 2.061
H 0.749 2.292 1.283
H -2.224 -0.874 1.898
*
```

The HOMO-LUMO gap is 0.3068 Eh. Its energy relative to the best compared isomer or geometry (same formula, charge and spin) is 71.9 kcal/mol.



(6)
# C6H12N2O

C6H12N2O in the gas phase at a distorted geometry (ωB97M-V with the def2-TZVPD basis set, the OMol25 dataset).

ORCA input file:
```
! RIJCOSX wB97M-V def2-TZVPD def2/J DEFGRID3
* xyz 0 1
C -0.088 2.261 0.337
C 0.096 1.238 -0.766
N 0.783 1.762 -1.860
N -0.437 0.082 -0.973
C -0.403 -0.566 0.286
C -1.559 -0.330 1.236
C 0.300 -1.726 0.295
C 1.417 -2.070 -0.635
O 0.073 -2.711 1.218
H 0.256 1.860 1.288
H 0.516 3.149 0.162
H -1.122 2.593 0.413
H 0.582 1.319 -2.743
H 0.795 2.764 -1.957
H -2.092 -1.219 1.584
H -2.316 0.291 0.756
H -1.260 0.195 2.144
H 1.204 -1.673 -1.624
H 2.350 -1.634 -0.281
H 1.527 -3.151 -0.705
H -0.621 -2.433 1.826
*
```

As for the structure (SMILES): C/C(N)=N\C(C)=C(/C)O. The HOMO-LUMO gap is 0.3013 Eh. Its energy relative to the best compared isomer or geometry (same formula, charge and spin) is 39.8 kcal/mol.